No. 1
A molecular structure, C18H11BrCl5F3N3O6SSeV at a distorted geometry. Source: OMol25; level of theory: ωB97M-V/def2-TZVPD.

Structure (ORCA input):
```
! RIJCOSX wB97M-V def2-TZVPD def2/J DEFGRID3
* xyz 1 2
Br 3.8658 1.2329 5.2978
Se -1.4976 0.9601 -0.3222
V 0.3720 -0.4743 -0.8684
Cl 3.8033 -0.5451 -0.9177
Cl 0.5495 3.7003 -1.2686
Cl 2.9945 5.6096 -1.0775
Cl 6.2514 1.3347 -0.6071
Cl 5.8577 4.4253 -0.7390
S -0.5023 -2.3848 -2.2370
F 0.8452 -3.3399 -4.2858
F 1.8540 -3.5310 -2.3766
F 1.7192 -1.6017 -3.3322
O -1.4578 -3.3745 -2.5435
O 1.2631 0.8297 -1.2533
O -0.8002 -0.9769 -2.5986
O -0.7870 -1.2679 1.6455
O 1.1550 -0.4515 0.9060
O -0.0388 -2.3011 -0.7964
N -3.6656 0.1650 -2.0338
N 0.3780 -0.9197 5.6044
N -3.7701 -0.8527 -0.1311
C -3.2626 1.0642 -3.1312
C 1.9747 0.0480 3.5416
C 1.4971 -0.2359 5.8623
C 0.0499 -1.1285 4.3313
C 3.6043 1.1633 -0.9834
C 4.6944 2.0052 -0.8413
C -3.5196 -1.2614 1.2650
C 3.2353 3.9173 -1.0398
C 1.0925 -2.7668 -3.1362
C 0.8143 -0.6605 3.2695
C 2.3307 1.6999 -1.1647
C -4.8031 -0.6106 -2.0512
C -3.0307 -0.0035 -0.8549
C 4.5112 3.3846 -0.8844
C 0.3362 -0.8489 1.8746
C 2.1415 3.0715 -1.1587
C -4.8678 -1.2447 -0.8623
C 2.3145 0.2593 4.8587
H -4.4715 -1.5200 1.7183
H -3.0568 -0.4425 1.8037
H -4.1127 1.1903 -3.7937
H -5.6074 -1.9253 -0.4755
H 2.5851 0.4369 2.7382
H -2.4311 0.6446 -3.6777
H -5.4806 -0.6268 -2.8878
H -0.8585 -1.6856 4.1364
H 1.7436 -0.0768 6.9060
H -2.9699 2.0247 -2.7262
H -2.8422 -2.1082 1.2985
*
```

Output
Energy relative to the best compared isomer or geometry (same formula, charge and spin) in eV: 1.7422
HOMO (spin up / spin down) in eV: -11.545 / -11.543
Orbital gap (spin up / spin down) in eV: 6.6 / 7.3
Max |F| in eV/Å: 4.07
⟨S²⟩: 0.77

=====

No. 2
A molecular structure, C12H13PS at a distorted geometry. Source: OMol25; level of theory: ωB97M-V/def2-TZVPD.

Structure (ORCA input):
```
! RIJCOSX wB97M-V def2-TZVPD def2/J DEFGRID3
* xyz 0 1
S 3.6744 -0.8051 -0.5935
P 1.1400 0.1556 0.2268
C -1.5235 -0.5513 -0.2545
C 0.5072 1.6412 2.2528
C 0.8534 2.3807 -1.5025
C 0.8659 -0.7780 3.0321
C 0.8210 1.8879 -0.1093
C 0.4946 2.4598 1.0483
C -2.1980 -2.0354 -2.0599
C -2.4894 -1.1297 -1.0033
C -0.1560 -0.8111 -0.5891
C -0.8750 -2.3073 -2.2466
C 0.7334 0.3642 2.0121
C 0.1936 -1.6768 -1.6167
H 0.3982 2.0748 3.1874
H 0.0284 -1.4120 2.8129
H 1.2299 -2.0715 -1.6624
H -1.8891 0.1798 0.4799
H 1.7510 1.8831 -1.7858
H -3.0664 -2.6091 -2.5144
H -3.4508 -0.9334 -0.6046
H 0.5516 -0.3550 3.8596
H 0.1095 1.9115 -2.1805
H -0.6262 -3.1945 -2.9637
H 1.7999 -1.2015 3.1322
H 0.8588 3.4857 -1.5012
H 0.2632 3.4472 1.1438
*
```

Output
Energy relative to the best compared isomer or geometry (same formula, charge and spin) in eV: 2.2802
HOMO (spin up / spin down) in eV: -8.107 / -8.095
Orbital gap (spin up / spin down) in eV: 6.8 / 6.8
Max |F| in eV/Å: 5.22

=====

No. 3
C9H8O4 in the gas phase at a distorted geometry. Source: OMol25; level of theory: ωB97M-V/def2-TZVPD.

Structure (ORCA input):
```
! RIJCOSX wB97M-V def2-TZVPD def2/J DEFGRID3
* xyz 0 1
O 3.7934 -1.5430 -0.3952
O -2.0702 1.1212 -0.0433
O 4.2508 0.4585 0.4013
O -1.3578 -1.6467 -0.0058
C 3.3781 -0.4652 -0.0746
C -0.4114 -0.6580 -0.0598
C 0.9337 -1.0484 -0.1261
C 0.2230 1.6575 -0.1061
C -3.0122 0.0979 -0.3345
C 1.5445 1.2921 -0.1546
C -0.7962 0.7005 -0.0253
C -2.6436 -1.1866 0.4261
C 1.9173 -0.0821 -0.1130
H -3.0208 -0.1855 -1.4087
H -3.3423 -2.0084 0.2144
H -4.0008 0.4874 -0.0137
H -0.0791 2.7060 -0.1180
H 3.8026 1.2543 0.7502
H -2.6250 -0.9761 1.5071
H 1.2249 -2.0725 -0.0673
H 2.2911 2.0972 -0.2530
*
```

Output
Energy relative to the best compared isomer or geometry (same formula, charge and spin) in eV: 0.1572
SMILES: O=C(O)c1ccc2c(c1)OCCO2
HOMO in eV: -8.733
Orbital gap in eV: 9.3
Max |F| in eV/Å: 2.03

=====

No. 4
A molecular structure, C11H17Cl2NO2SeZr at a distorted geometry. Source: OMol25; level of theory: ωB97M-V/def2-TZVPD.

Structure (ORCA input):
```
! RIJCOSX wB97M-V def2-TZVPD def2/J DEFGRID3
* xyz -2 1
Zr -0.1119 0.1698 0.9540
Se -2.6248 4.2617 2.6781
Cl 1.3579 1.9691 0.2695
Cl 0.8971 -0.4906 2.9503
O -0.3934 -3.3651 3.3635
O -1.8385 -0.4928 0.3171
N -1.2585 1.8006 1.8713
C 0.5495 -1.9807 -0.6989
C 3.1600 0.3211 -2.1013
C 0.7029 -0.3797 -2.3613
C 1.8574 -1.3541 -0.6152
C 1.9460 -0.4036 -1.6752
C 0.1624 -3.2650 -0.0726
C -1.8166 2.7996 2.1929
C 3.0209 -1.9204 0.0927
C -1.4039 -1.8287 -2.4238
C -0.1286 -1.3904 -1.8189
C 0.3295 0.5219 -3.4765
H -2.0024 -2.3807 -1.6926
H -1.0711 -3.4746 4.0550
H 3.8512 0.4580 -1.2674
H 0.6094 1.5527 -3.2188
H 3.6361 -1.1449 0.5634
H -0.9325 -3.3610 -0.0337
H -1.9702 -0.9550 -2.7783
H -0.7559 0.4936 -3.6260
H 0.7924 0.2834 -4.4455
H -1.2607 -2.4893 -3.2951
H 0.5270 -4.1097 -0.6783
H 3.6604 -2.4565 -0.6209
H 2.7186 -2.6414 0.8556
H -2.7364 -0.5530 0.6375
H 2.9184 1.3120 -2.4978
H 3.7087 -0.2096 -2.8917
H 0.5582 -3.3877 0.9459
*
```

Output
Energy relative to the best compared isomer or geometry (same formula, charge and spin) in eV: 0.0000
HOMO in eV: -0.264
Orbital gap in eV: 4.7
Max |F| in eV/Å: 3.43

=====

No. 5
A molecular structure, C12H5F2NNiO13S2 at a distorted geometry. Source: OMol25; level of theory: ωB97M-V/def2-TZVPD.

Structure (ORCA input):
```
! RIJCOSX wB97M-V def2-TZVPD def2/J DEFGRID3
* xyz -4 3
Ni -0.7970 0.6749 -0.1446
S 0.1034 0.7851 -3.5270
S 1.6377 -0.1052 -5.3839
F -1.4491 0.7499 -3.8444
F 2.0973 -1.5685 -5.8627
O -2.3489 1.6838 -0.8080
O 0.5247 2.0371 -4.0656
O 0.3986 2.2031 0.5767
O 1.6930 -5.2153 1.3069
O 0.8592 -0.7063 0.3605
O 1.1661 4.6446 4.4921
O -1.0743 3.3438 5.6246
O 2.8264 0.3707 -4.7583
O -1.5146 -1.2665 -0.4623
O -1.1536 0.5371 1.9040
O 1.2144 0.5353 -6.5947
O -0.7740 -5.8232 0.2918
O 0.1375 0.6572 -2.1135
N 0.4927 -0.5395 -4.3739
C -0.8453 -2.2686 -0.1255
C 0.8298 3.4859 2.5011
C -0.7683 1.5359 2.5484
C 0.5027 3.8047 3.8403
C -0.5688 2.9703 4.5478
C -1.1028 1.8520 3.8673
C 0.5850 -1.9261 0.3600
C 1.3894 -2.9514 0.8879
C 0.9527 -4.2908 0.9341
C -1.3106 -3.5819 -0.0264
C 0.1982 2.4766 1.7855
C -0.4442 -4.6279 0.3743
H 2.3952 -2.7025 1.2061
H -1.9124 1.2406 4.2519
H -3.2502 1.6742 -1.1411
H 1.5834 4.1164 2.0422
H -2.2733 -3.8054 -0.4718
*
```

Output
HOMO (spin up / spin down) in eV: 2.999 / 3.011
Orbital gap (spin up / spin down) in eV: 4.7 / 4.6
Max |F| in eV/Å: 2.25
⟨S²⟩: 2.00

=====

No. 6
A molecular structure, I3K4N3O9 at a distorted geometry. Source: OMol25; level of theory: ωB97M-V/def2-TZVPD.

Structure (ORCA input):
```
! RIJCOSX wB97M-V def2-TZVPD def2/J DEFGRID3
* xyz -2 1
I -11.5741 14.4771 2.9805
I -3.9454 15.0846 1.5426
I -8.1451 17.4325 3.1988
K -6.1682 9.3977 0.8664
K -8.8988 16.3481 -0.3337
K -4.1616 15.8040 5.3085
K -7.3791 13.5523 2.4991
O -8.2029 8.4760 5.5606
O -8.7066 8.4689 3.4124
O -9.2293 11.5349 -1.5118
O -7.5908 11.6649 -0.1081
O -5.5944 10.4768 3.6338
O -3.9221 11.7354 3.3921
O -9.5705 12.6176 0.2836
O -9.5423 9.7436 4.7203
O -5.5804 12.3466 4.5329
N -8.7675 8.9461 4.4858
N -5.0717 11.5442 3.8354
N -8.7980 11.9091 -0.4602
*
```

Output
HOMO in eV: -1.370
Orbital gap in eV: 3.7
Max |F| in eV/Å: 10.00